Entry 1:
The following is a quantum chemistry calculation of a single C18H20BrNO4 molecule, from the OMol25 dataset.

Values from the calculation:
orbital gap: 0.30988 hartree
SMILES: COCCn1c(C)cc(C(=O)COC(=O)c2ccccc2Br)c1C
energy above the lowest of the compared OMol25 structures with the same formula, charge and spin: 0.0 kJ/mol
lowest unoccupied orbital energy: 0.519 eV
2S+1: 1

```
44
Properties=species:S:1:pos:R:3:forces:R:3
C -4.1749 -1.8069 0.2236 -0.04 0.01 0.02
O -2.9226 -1.4838 -0.3273 0.23 -0.08 -0.06
C -2.8992 -0.2837 -1.0642 -0.08 0.25 0.01
C -2.7323 0.9794 -0.1930 -0.31 -0.47 -0.33
N -1.3581 1.2691 0.1226 0.22 0.12 0.11
C -0.6543 0.7421 1.1819 0.30 -0.21 0.39
C -1.2517 -0.2255 2.1396 -0.09 0.04 -0.07
C 0.6069 1.2558 1.1513 -0.21 0.01 0.00
C 0.6877 2.1402 0.0356 -0.90 -0.07 -0.04
C 1.8287 2.9021 -0.4238 0.33 -0.02 0.00
O 1.7644 3.8918 -1.1243 0.16 0.03 0.06
C 3.2122 2.4048 0.0334 0.12 0.51 -0.41
O 3.2500 1.0094 0.2891 0.16 -0.10 0.29
C 2.8135 0.2371 -0.7148 0.01 -0.11 -0.43
O 2.6004 0.6423 -1.8279 0.34 0.19 0.29
C 2.6029 -1.1632 -0.2644 -0.08 -0.14 -0.01
C 3.3330 -1.6769 0.8050 -0.05 0.01 -0.07
C 3.1209 -2.9676 1.2492 0.04 -0.03 0.03
C 2.1615 -3.7603 0.6377 0.03 0.05 0.02
C 1.4217 -3.2649 -0.4201 -0.02 0.04 -0.05
C 1.6488 -1.9747 -0.8732 0.04 0.09 -0.03
Br 0.5966 -1.3521 -2.3114 -0.27 -0.27 -0.09
C -0.5618 2.1164 -0.5768 0.63 0.31 -0.06
C -1.0022 2.8162 -1.8076 -0.02 -0.01 -0.03
H -4.0575 -2.7740 0.7087 -0.09 0.02 0.03
H -4.5060 -1.0722 0.9672 0.00 -0.01 0.01
H -4.9404 -1.8840 -0.5577 0.00 0.00 0.02
H -3.8190 -0.1931 -1.6580 0.02 0.00 0.01
H -2.0479 -0.3707 -1.7433 -0.11 0.11 0.03
H -3.2867 0.8526 0.7406 -0.02 0.09 -0.10
H -3.1480 1.8350 -0.7284 0.00 -0.04 0.11
H -2.0558 0.2342 2.7171 -0.08 -0.04 0.10
H -0.4855 -0.5641 2.8316 0.03 0.00 0.05
H -1.6529 -1.0873 1.6088 -0.03 -0.07 0.08
H 1.3820 1.0520 1.8630 0.08 -0.13 0.14
H 3.9350 2.6770 -0.7430 -0.15 0.01 0.13
H 3.4855 2.8868 0.9749 -0.03 -0.05 -0.09
H 4.0724 -1.0472 1.2746 0.04 0.04 0.07
H 3.6990 -3.3552 2.0740 0.06 -0.03 0.07
H 1.9862 -4.7673 0.9847 -0.02 -0.09 0.03
H 0.6669 -3.8702 -0.8979 -0.05 -0.02 -0.03
H -0.1562 3.3576 -2.2204 -0.06 0.01 -0.03
H -1.3706 2.1071 -2.5484 -0.09 -0.02 -0.11
H -1.7923 3.5358 -1.5882 -0.07 0.07 -0.07
```
Positions in Å, forces in eV/Å.

Löwdin atomic charge list, values in e, 8 entries:
1. C -0.11
2. O -0.21
3. C -0.20
4. C -0.09
5. N -0.01
6. C -0.25
7. C -0.01
8. C 0.02

---

Entry 2:
The following is a quantum chemistry calculation of 16 unconnected molecules or ions with the total composition C18H20Cl46O4, from the OMol25 dataset.

Values from the calculation:
orbital gap: 0.37276 hartree
lowest unoccupied orbital energy: -0.681 eV
2S+1: 1

```
88
Properties=species:S:1:pos:R:3:forces:R:3
C 2.5534 2.6146 -0.2905 -0.03 0.24 -0.11
O 1.4920 3.0898 0.5389 0.18 -0.53 0.05
C 0.3701 3.4349 -0.1360 -0.06 0.41 0.19
O -0.2042 2.2830 -0.8404 0.12 0.14 0.08
C -1.4163 1.9435 -0.4175 -0.26 -1.79 1.29
O -1.6946 0.9601 0.2353 0.23 1.44 -1.28
O -2.3030 2.8949 -0.8352 -0.15 -0.20 -0.37
Cl -3.8761 2.3154 -0.9445 -0.17 0.16 0.21
H 2.1970 2.1505 -1.2000 -0.23 -0.05 -0.08
H 3.2164 3.4261 -0.5482 0.23 0.41 -0.11
H 3.1139 1.8783 0.2527 0.16 -0.31 0.41
H 0.5046 4.2265 -0.8626 0.35 -0.21 -0.29
H -0.3457 3.7761 0.5947 -0.31 0.08 0.32
C 6.5836 0.8574 -0.1155 -0.02 0.04 0.00
Cl 7.4144 2.4026 0.0318 -0.09 -0.16 0.06
Cl 5.7056 0.4670 1.3613 -0.05 -0.01 0.02
Cl 5.5027 0.8639 -1.5107 0.00 -0.01 -0.04
H 7.3277 0.0903 -0.2720 0.04 -0.03 -0.01
C 9.9542 1.5446 -2.8995 -0.06 0.09 0.08
Cl 9.5953 0.0318 -2.0488 0.02 -0.05 -0.01
Cl 8.5103 2.1585 -3.6978 -0.11 0.07 0.14
Cl 10.6176 2.7397 -1.7943 0.12 -0.09 -0.07
H 10.6953 1.3296 -3.6581 0.02 -0.05 -0.04
C 9.5302 -0.8675 -5.9124 -0.02 -0.05 -0.12
Cl 11.0039 -1.4952 -5.1630 0.04 0.07 0.08
Cl 9.7830 0.7815 -6.4743 0.10 -0.05 -0.16
Cl 9.0100 -1.9149 -7.2268 -0.01 -0.01 0.01
H 8.7518 -0.8519 -5.1606 0.00 0.01 0.06
C 9.3125 6.8083 -0.6368 0.03 -0.05 -0.06
Cl 8.7121 5.1713 -0.3757 -0.02 0.26 0.02
Cl 11.0741 6.8190 -0.7261 0.01 0.00 0.01
Cl 8.6061 7.5084 -2.0917 -0.01 0.01 0.00
H 9.0156 7.4151 0.2060 -0.01 0.03 0.05
C 1.1454 1.3617 -4.1563 0.03 0.03 -0.04
Cl 2.5605 0.6797 -3.3570 0.02 -0.15 -0.09
Cl 1.4422 3.0327 -4.6300 -0.02 0.05 0.04
Cl 0.6822 0.3911 -5.5540 0.00 -0.02 -0.03
H 0.3298 1.3531 -3.4469 -0.07 -0.03 0.03
C -1.7171 -2.4729 -4.1042 -0.01 0.00 0.00
Cl -1.4582 -1.1503 -2.9654 -0.01 0.05 0.13
Cl -0.9317 -3.9437 -3.5388 0.02 -0.01 0.00
Cl -3.4381 -2.7383 -4.3741 -0.01 0.01 -0.01
H -1.2686 -2.1915 -5.0464 0.03 0.03 -0.04
C -4.7092 -0.6381 1.5287 -0.01 0.01 0.16
Cl -5.9842 0.4434 2.1118 0.01 0.06 -0.01
Cl -3.8471 -1.3669 2.8795 0.00 0.02 -0.01
Cl -5.4040 -1.8802 0.4878 0.05 -0.05 -0.13
H -4.0030 -0.0568 0.9482 0.03 0.02 -0.02
C -8.4996 -3.7652 1.4171 0.02 -0.03 -0.02
Cl -9.4509 -3.2627 2.8126 -0.23 0.00 -0.09
Cl -7.6100 -5.2469 1.7642 0.01 0.02 0.00
Cl -9.5088 -3.9600 -0.0158 -0.01 0.02 0.02
H -7.7825 -2.9810 1.2196 0.04 0.02 -0.02
C -12.0972 -1.9486 5.3039 -0.04 0.01 0.04
Cl -13.0129 -3.0526 6.3244 0.11 0.01 0.14
Cl -13.1664 -1.0846 4.1986 0.00 0.00 -0.03
Cl -11.1527 -0.8225 6.2764 -0.10 0.08 -0.02
H -11.4104 -2.5369 4.7120 0.04 -0.02 -0.02
C -7.0956 1.8100 5.6583 0.00 0.05 0.03
Cl -8.0459 0.4886 6.3446 0.02 0.04 -0.02
Cl -8.0839 2.7773 4.5658 0.02 -0.03 -0.03
Cl -6.4034 2.8077 6.9341 0.02 0.00 0.00
H -6.2845 1.3795 5.0875 0.03 -0.05 -0.03
C -7.4520 -3.1115 6.3815 0.03 -0.04 -0.03
Cl -9.1014 -3.7357 6.3759 -0.03 -0.11 0.01
Cl -6.4762 -3.9494 7.5865 0.02 0.00 0.02
Cl -6.7175 -3.2261 4.7847 0.18 0.02 0.10
H -7.4933 -2.0667 6.6512 0.01 0.03 0.02
C -0.0614 7.4070 -2.7490 0.10 -0.04 -0.02
Cl 1.0733 7.9885 -1.5326 0.00 0.01 0.02
Cl 0.5650 7.6669 -4.3737 -0.01 0.00 -0.01
Cl -0.4287 5.6985 -2.4871 -0.19 0.18 -0.24
H -0.9807 7.9650 -2.6475 -0.05 0.02 0.01
C 12.5668 -4.8056 -5.7064 0.02 -0.06 -0.04
Cl 11.1964 -5.9140 -5.6985 -0.02 0.00 0.00
Cl 13.9279 -5.4759 -4.8075 0.00 0.00 0.00
Cl 13.0370 -4.3957 -7.3543 0.00 0.01 -0.01
H 12.2566 -3.8952 -5.2165 -0.02 0.03 0.03
C 7.8245 -3.0478 2.0572 0.06 0.03 0.05
Cl 8.7825 -4.4767 2.4299 0.00 -0.01 -0.01
Cl 8.0517 -1.7958 3.2734 0.02 0.00 -0.01
Cl 8.2202 -2.4396 0.4425 0.00 -0.01 -0.04
H 6.7822 -3.3317 2.0572 -0.06 0.00 -0.03
C -16.0194 -5.8239 4.8117 0.07 -0.03 -0.05
Cl -14.9563 -6.7270 5.8925 0.00 0.00 0.03
Cl -15.1547 -4.4862 4.0629 -0.10 -0.02 -0.12
Cl -16.7263 -6.8869 3.5945 -0.01 0.00 0.00
H -16.8240 -5.4128 5.4034 -0.05 0.02 0.03
```
Positions in Å, forces in eV/Å.

Löwdin atomic charge list, values in e, 8 entries:
1. C -0.07
2. O -0.09
3. C -0.22
4. O 0.03
5. C -0.67
6. O 0.11
7. O -0.43
8. Cl 0.78

---

Entry 3:
The following is a quantum chemistry calculation of 2 unconnected molecules or ions with the total composition C18H20F2N, from the OMol25 dataset.

Values from the calculation:
orbital gap: 0.18645 hartree
charge: +1
energy above the lowest of the compared OMol25 structures with the same formula, charge and spin: 48.9 kJ/mol
lowest unoccupied orbital energy: -6.207 eV
2S+1: 1

```
41
Properties=species:S:1:pos:R:3:forces:R:3
F 5.4216 0.8135 -1.0449 -1.65 -0.58 1.08
C 4.3139 0.4365 -0.3315 1.24 0.51 -0.65
C 4.0779 1.0385 0.9034 -0.20 0.00 0.11
C 2.9506 0.6462 1.6035 -0.08 -0.12 0.13
C 2.0414 -0.3448 1.1120 0.58 0.10 0.10
C 0.9453 -0.6803 1.9546 -0.61 0.64 -0.96
C -0.1918 -1.5112 1.7538 -0.31 -0.37 0.36
C -1.1807 -1.5116 2.7895 0.18 0.02 0.06
C -2.3166 -2.3006 2.7374 0.16 0.18 0.01
C -2.4876 -3.1140 1.6180 -1.27 -0.78 0.08
F -3.6088 -3.8984 1.5417 1.69 1.16 0.12
C -1.5704 -3.1647 0.5711 0.53 0.34 -0.13
C -0.4363 -2.3655 0.6427 -0.27 -0.36 -0.04
C 2.3459 -0.9115 -0.1570 0.40 -0.02 -0.24
C 3.4730 -0.5318 -0.8754 -0.58 -0.23 0.20
H 4.7596 1.7931 1.2964 -0.19 -0.25 -0.18
H 2.7376 1.0941 2.5757 0.14 -0.07 -0.26
H 0.8708 -0.0488 2.8434 0.20 -0.37 0.03
H -1.0130 -0.8654 3.6530 -0.12 -0.20 -0.19
H -3.0567 -2.2889 3.5377 0.20 -0.04 -0.29
H -1.7417 -3.8132 -0.2862 -0.02 0.14 0.27
H 0.2713 -2.4193 -0.1740 -0.34 -0.13 0.20
H 1.7042 -1.6682 -0.5890 0.35 0.23 0.00
H 3.6924 -0.9767 -1.8441 0.01 0.16 0.25
C 4.0973 -5.2719 4.5737 -0.15 0.23 -0.09
C 4.8260 -4.4609 3.5035 -0.19 -0.01 -0.30
C 4.0219 -3.2167 3.1022 0.14 0.34 0.28
N 2.6602 -3.5451 2.7130 0.09 -0.51 -0.60
C 1.9249 -4.3115 3.7057 -0.21 0.16 0.38
C 2.6714 -5.5857 4.1239 -0.03 0.08 -0.35
H 4.6395 -6.1965 4.7816 -0.02 0.08 0.07
H 4.0557 -4.6838 5.4960 0.06 -0.07 0.08
H 5.8168 -4.1558 3.8571 -0.15 -0.01 -0.09
H 4.9639 -5.0876 2.6140 0.03 0.08 0.07
H 4.0191 -2.5240 3.9668 0.11 -0.01 -0.08
H 4.5104 -2.7067 2.2600 -0.07 -0.08 0.20
H 2.1407 -2.7470 2.3582 0.25 -0.29 0.32
H 1.7594 -3.7029 4.6169 -0.07 -0.12 -0.03
H 0.9419 -4.5693 3.2866 0.18 0.05 0.14
H 2.7102 -6.2640 3.2628 -0.04 0.03 0.10
H 2.1150 -6.0875 4.9231 0.04 0.08 -0.15
```
Positions in Å, forces in eV/Å.

Löwdin atomic charge list, values in e, 8 entries:
1. F 0.09
2. C -0.19
3. C 0.04
4. C 0.02
5. C -0.19
6. C 0.10
7. C -0.19
8. C 0.02

---

Entry 4:
The following is a quantum chemistry calculation of 2 unconnected molecules or ions with the total composition C18H20FN7O2S2, from the OMol25 dataset.

Values from the calculation:
orbital gap: 0.31902 hartree
energy above the lowest of the compared OMol25 structures with the same formula, charge and spin: 1579.1 kJ/mol
lowest unoccupied orbital energy: 0.185 eV
2S+1: 1

```
50
Properties=species:S:1:pos:R:3:forces:R:3
C -3.6066 0.2342 -4.8791 2.30 1.00 -2.86
C -3.0927 0.1253 -3.5993 2.15 -0.48 5.45
N -2.6623 -1.0331 -3.2059 0.84 1.39 4.32
N -2.2259 -0.9802 -1.8004 -0.16 3.45 0.18
C -2.2525 0.3651 -1.1847 -0.90 -7.56 -5.92
N -1.7808 0.4067 0.0936 -6.31 10.56 -6.41
C -1.8795 1.5730 0.6387 2.19 9.13 -3.39
O -2.1492 2.7217 -0.1721 0.22 -6.16 4.09
C -1.0965 2.0476 1.8685 -3.26 -5.05 -1.20
C 0.1863 2.5408 1.7026 7.94 0.98 0.79
H 0.4139 3.2031 0.8868 -0.87 0.92 -0.24
H 1.0943 1.7606 1.3947 -2.61 1.30 1.42
H 0.4983 3.0784 2.7439 -0.43 -1.25 -2.56
H -1.7836 2.7026 2.2203 -1.82 2.56 1.51
S -1.2395 0.7952 3.1487 0.34 -1.91 1.77
C -0.2195 -0.6808 2.6745 -1.19 3.53 1.37
N -0.5240 -1.2846 1.6095 2.07 -3.56 -0.17
N 0.5831 -2.2463 1.5296 -3.71 -0.70 -5.65
C 1.4516 -1.9466 2.3375 4.13 0.10 4.99
N 0.9348 -1.0954 3.2553 0.40 3.99 1.97
C 1.5941 -0.2759 4.4343 -0.10 -11.48 -0.96
H 2.4713 0.0300 4.1327 4.18 2.54 -1.47
H 0.8564 0.2218 4.7933 -4.06 3.88 2.47
H 1.8308 -1.2976 5.1532 -0.53 3.32 -1.30
C 2.9222 -2.5439 2.5400 -9.47 -5.22 4.57
H 2.9681 -2.7238 3.6311 0.98 1.01 -0.20
H 2.4448 -3.6399 2.3873 2.16 1.48 -0.93
C 3.8978 -1.9927 1.7095 -0.84 6.84 7.69
N 3.3090 -1.7215 0.6160 -3.17 5.52 -8.17
C 2.5171 -0.5308 0.3667 4.00 -0.73 0.75
O 2.6032 0.3597 1.1597 -0.34 0.97 2.30
C 1.9762 -0.2302 -0.9265 -3.44 -9.02 -2.16
C 1.8680 0.8645 -1.6428 -0.10 0.64 1.10
C 1.1399 1.1297 -2.6992 -2.03 -4.37 -2.18
C 0.5410 -0.0008 -3.3094 0.85 -2.44 -1.03
C 0.6845 -1.3511 -2.9106 2.86 6.63 5.46
C 1.3142 -1.2564 -1.5897 -1.78 -8.19 -0.29
H 1.1096 -2.6122 -1.0335 1.09 4.48 -1.07
H 0.0958 -2.1196 -3.2044 -1.28 -2.31 -1.09
H 0.1591 -0.0475 -4.2967 -0.99 1.50 -0.91
H 1.0240 1.9463 -3.2534 0.08 3.80 -1.40
F 2.5338 1.6752 -0.9791 3.66 7.64 1.71
H 3.2547 -2.3853 -0.0532 -0.33 -2.38 -2.67
H 4.6030 -2.5848 1.8885 6.96 -4.70 -0.67
H 4.1989 -1.0148 2.3770 -0.24 -1.58 -2.12
H -1.4477 -0.2997 0.4287 4.81 -10.64 5.24
S -2.9229 1.4225 -2.3298 -0.18 0.40 -0.83
H -3.1394 1.0853 -5.3870 1.15 -0.53 -0.60
H -4.4712 0.7387 -4.8720 -4.48 0.41 -0.06
H -3.4313 -0.7396 -5.3259 -0.75 0.30 -0.67
```
Positions in Å, forces in eV/Å.

Löwdin atomic charge list, values in e, 8 entries:
1. C -0.10
2. C -0.65
3. N 0.01
4. N 0.02
5. C -0.52
6. N 0.16
7. C -0.29
8. O -0.17